(1)
{"formula": "C13H14N2Ti", "method": "wB97M-V/def2-TZVPD", "homo_ha": [-0.57337, -0.56913], "gap_ev": [5.940, 5.325], "charge": 2, "relative_energy_ev": 0.531, "elements": ["Ti", "C", "H", "H", "H", "H", "H", "C", "C", "C", "C", "C", "C", "N", "N", "C", "C", "C", "C", "C", "C", "H", "H", "H", "H", "H", "H", "H", "H", "H"], "positions_angstrom": [[-0.27, 0.43, -1.64], [0.63, 0.85, -3.56], [1.64, 0.89, -3.26], [0.12, -0.03, -3.98], [-0.04, 1.77, -3.77], [-2.06, 1.07, -2.07], [-2.21, 0.66, -1.38], [-0.48, 3.06, 3.71], [-0.72, 3.53, 2.40], [-0.52, 2.72, 1.31], [-0.09, 1.42, 1.51], [0.18, 0.91, 2.80], [-0.03, 1.74, 3.88], [0.08, 0.58, 0.40], [0.67, -0.60, 0.62], [0.47, -1.66, -0.25], [0.86, -2.94, 0.22], [0.79, -4.00, -0.66], [0.39, -3.83, -1.98], [0.00, -2.59, -2.47], [-0.08, -1.52, -1.58], [-0.65, 3.75, 4.57], [-1.07, 4.55, 2.24], [-0.66, 3.04, 0.26], [0.55, -0.10, 2.96], [0.16, 1.42, 4.92], [1.18, -3.03, 1.26], [1.06, -5.00, -0.29], [0.37, -4.70, -2.65], [-0.27, -2.38, -3.51]], "nbo_charge": [1.54, -0.75, 0.26, 0.24, 0.25, 0.05, 0.12, -0.09, -0.19, -0.18, 0.06, -0.12, -0.21, -0.31, -0.10, 0.06, -0.13, -0.12, -0.14, -0.15, -0.39, 0.26, 0.25, 0.21, 0.25, 0.26, 0.27, 0.27, 0.27, 0.24]}


(2)
{"formula": "C13H14N4OS", "method": "wB97M-V/def2-TZVPD", "smiles": "NC(=S)N/N=C/c1ncc2ccccc2c1CCO", "homo_ha": -0.29311, "gap_ev": 7.319, "relative_energy_ev": 0.473, "elements": ["S", "N", "N", "O", "C", "C", "C", "C", "C", "C", "C", "C", "C", "C", "C", "N", "N", "C", "C", "H", "H", "H", "H", "H", "H", "H", "H", "H", "H", "H", "H", "H", "H"], "positions_angstrom": [[2.46, 4.47, -4.12], [0.15, 2.22, -2.05], [-1.47, 0.06, -1.24], [3.29, 0.41, 2.09], [1.78, 3.09, -3.56], [0.34, 1.62, -0.92], [-0.49, 0.52, -0.42], [-3.03, -3.19, 1.95], [-2.03, -2.82, 2.81], [-2.32, -0.90, -0.89], [-3.13, -2.54, 0.73], [-1.12, -1.81, 2.44], [-0.28, -0.07, 0.86], [-2.25, -1.49, 0.38], [-1.21, -1.08, 1.26], [1.95, 1.93, -4.29], [1.10, 3.18, -2.35], [2.24, -0.27, 1.40], [0.87, 0.33, 1.76], [4.08, -0.14, 1.94], [1.20, 1.96, -0.36], [-3.77, -3.93, 2.26], [-1.92, -3.31, 3.77], [-3.10, -1.19, -1.60], [-3.93, -2.85, 0.04], [-0.36, -1.63, 3.16], [2.41, 2.03, -5.19], [1.20, 1.23, -4.24], [0.96, 4.15, -2.04], [2.46, -0.18, 0.30], [2.22, -1.37, 1.61], [0.66, 0.15, 2.83], [1.01, 1.44, 1.71]], "nbo_charge": [-0.26, -0.25, -0.39, -0.72, 0.26, 0.09, 0.09, -0.22, -0.19, 0.09, -0.16, -0.21, 0.02, -0.11, 0.02, -0.81, -0.49, -0.05, -0.47, 0.47, 0.18, 0.22, 0.22, 0.20, 0.22, 0.21, 0.42, 0.40, 0.42, 0.16, 0.16, 0.23, 0.23]}


(3)
{"formula": "C13H14NS", "method": "wB97M-V/def2-TZVPD", "homo_ha": [-0.41724, -0.41763], "gap_ev": [6.754, 6.747], "charge": 1, "relative_energy_ev": 5.866, "elements": ["C", "C", "C", "C", "C", "C", "C", "C", "C", "C", "C", "C", "C", "N", "S", "H", "H", "H", "H", "H", "H", "H", "H", "H", "H", "H", "H", "H", "H"], "positions_angstrom": [[1.40, 2.48, 1.79], [0.15, 1.96, 2.16], [2.02, 2.15, 0.62], [0.16, 0.83, 0.12], [-0.60, 1.24, 1.20], [1.43, 1.24, -0.26], [0.45, -2.61, 0.55], [-0.89, -2.40, 0.22], [1.38, -1.95, -0.24], [-1.32, -1.61, -0.78], [1.07, -1.21, -1.47], [-0.35, -0.88, -1.55], [-1.99, 0.84, 1.27], [-0.80, 0.01, -2.57], [2.20, 0.43, -1.51], [1.94, 3.00, 2.56], [-0.19, 2.05, 3.09], [3.03, 2.46, 0.40], [0.70, -3.10, 1.42], [-1.60, -2.86, 0.94], [2.49, -2.11, -0.15], [-2.33, -1.29, -1.02], [1.60, -1.68, -2.30], [-2.54, 1.23, 0.39], [-2.26, -0.11, 1.31], [-2.44, 1.36, 2.10], [-1.04, -0.47, -3.38], [-0.04, 0.69, -2.69], [-1.64, 0.32, -2.21]], "nbo_charge": [-0.18, -0.18, -0.19, 0.14, -0.10, -0.36, -0.21, -0.18, -0.13, -0.24, -0.37, 0.14, -0.62, -0.67, 0.27, 0.24, 0.22, 0.24, 0.24, 0.24, 0.24, 0.22, 0.26, 0.21, 0.23, 0.24, 0.42, 0.47, 0.44]}


(4)
{"formula": "C13H14OP", "method": "wB97M-V/def2-TZVPD", "homo_ha": [-0.42887, -0.42880], "gap_ev": [6.436, 6.428], "charge": 1, "relative_energy_ev": 4.736, "elements": ["C", "C", "C", "C", "C", "C", "C", "C", "C", "C", "C", "C", "C", "O", "P", "H", "H", "H", "H", "H", "H", "H", "H", "H", "H", "H", "H", "H", "H"], "positions_angstrom": [[-1.62, 0.02, -3.92], [4.15, -0.15, 2.45], [-1.68, -1.27, -3.39], [-1.38, 1.21, -3.18], [3.32, -1.15, 2.80], [3.82, 0.81, 1.56], [-1.36, -1.41, -2.08], [-1.17, 1.05, -1.84], [1.94, -1.10, 2.45], [2.48, 0.88, 1.04], [-1.24, -0.24, -1.28], [1.81, -0.12, 1.56], [-2.40, 0.83, 1.10], [-1.89, -1.74, 0.77], [-1.15, -0.38, 0.54], [-2.14, 0.15, -4.87], [5.23, -0.10, 2.67], [-1.89, -1.98, -4.15], [-1.32, 2.19, -3.66], [3.43, -1.64, 3.78], [4.56, 1.39, 1.02], [-1.23, -2.37, -1.56], [-0.87, 1.94, -1.19], [1.22, -1.78, 2.83], [2.39, 1.46, 0.18], [-2.11, 1.74, 0.57], [-2.21, 0.87, 2.14], [-3.38, 0.42, 0.83], [-2.13, -1.93, 1.63]], "nbo_charge": [-0.17, -0.23, -0.20, -0.21, -0.14, -0.12, -0.18, -0.21, -0.32, -0.34, -0.40, 0.37, -0.95, -0.97, 1.32, 0.22, 0.26, 0.24, 0.24, 0.26, 0.25, 0.23, 0.21, 0.28, 0.29, 0.25, 0.24, 0.26, 0.51]}


(5)
{"formula": "C13H15Cl5O3PdS4", "method": "wB97M-V/def2-TZVPD", "homo_ha": -0.33117, "gap_ev": 7.831, "relative_energy_ev": 0.637, "elements": ["Pd", "C", "C", "S", "C", "C", "S", "C", "C", "S", "H", "H", "H", "H", "H", "H", "H", "H", "H", "H", "H", "H", "C", "S", "O", "O", "O", "H", "H", "H", "Cl", "C", "C", "C", "Cl", "C", "Cl", "C", "Cl", "C", "Cl"], "positions_angstrom": [[-0.04, -0.55, -1.33], [2.37, 0.47, 2.95], [0.87, 0.24, 3.13], [-0.06, -0.13, 1.62], [-1.06, 1.35, 1.37], [-0.36, 2.51, 0.68], [0.38, 2.06, -0.91], [2.16, 2.28, -0.64], [2.89, 1.37, 0.35], [2.84, 1.97, 2.06], [2.83, -0.39, 2.45], [2.83, 0.54, 3.93], [0.41, 1.12, 3.58], [0.71, -0.60, 3.80], [-1.47, 1.67, 2.33], [-1.91, 1.01, 0.76], [0.43, 2.91, 1.31], [-1.08, 3.31, 0.48], [2.29, 3.33, -0.39], [2.57, 2.13, -1.64], [3.94, 1.31, 0.04], [2.49, 0.37, 0.32], [2.08, -3.04, -0.70], [2.03, -2.04, -2.13], [0.64, -2.18, -2.68], [3.09, -2.47, -2.97], [2.08, -0.61, -1.65], [2.04, -4.08, -1.03], [1.25, -2.82, -0.03], [3.03, -2.85, -0.20], [-1.89, 1.20, -3.28], [-2.70, 0.17, -2.14], [-1.97, -0.69, -1.34], [-2.65, -1.63, -0.58], [-1.79, -2.88, 0.26], [-4.05, -1.63, -0.53], [-4.87, -2.79, 0.44], [-4.77, -0.70, -1.27], [-6.49, -0.69, -1.20], [-4.10, 0.19, -2.10], [-4.98, 1.29, -3.09]], "nbo_charge": [0.81, -0.54, -0.54, 0.19, -0.54, -0.57, 0.29, -0.54, -0.55, 0.18, 0.22, 0.23, 0.22, 0.23, 0.23, 0.24, 0.25, 0.23, 0.23, 0.25, 0.23, 0.26, -0.91, 2.38, -0.97, -0.92, -1.02, 0.26, 0.24, 0.25, 0.05, -0.09, -0.18, -0.09, 0.04, -0.08, 0.06, -0.09, 0.06, -0.08, 0.06]}


(6)
{"formula": "C13H15N3O2S", "method": "wB97M-V/def2-TZVPD", "smiles": "C=CCn1c(-c2cc(OC)cc(OC)c2)n[nH]c1=S", "homo_ha": -0.28783, "gap_ev": 8.387, "relative_energy_ev": 2.382, "elements": ["C", "C", "C", "N", "C", "N", "N", "C", "S", "H", "C", "C", "C", "C", "C", "C", "H", "O", "C", "H", "H", "H", "H", "O", "C", "H", "H", "H", "H", "H", "H", "H", "H", "H"], "positions_angstrom": [[-1.76, -0.26, -2.33], [-2.10, -1.35, -1.67], [-2.85, -1.39, -0.36], [-2.91, -0.12, 0.32], [-1.90, 0.73, 0.70], [-2.38, 1.83, 1.18], [-3.72, 1.71, 1.11], [-4.10, 0.52, 0.58], [-5.62, -0.04, 0.31], [-4.34, 2.44, 1.44], [-0.47, 0.47, 0.58], [0.35, 1.53, 0.20], [1.72, 1.34, 0.07], [2.28, 0.08, 0.31], [1.45, -0.97, 0.70], [0.08, -0.77, 0.84], [-0.51, -1.60, 1.17], [1.89, -2.22, 0.98], [3.27, -2.50, 0.88], [3.64, -2.36, -0.14], [3.86, -1.89, 1.57], [3.38, -3.55, 1.15], [3.34, -0.07, 0.20], [2.44, 2.43, -0.31], [3.83, 2.32, -0.46], [4.10, 1.60, -1.24], [4.18, 3.31, -0.75], [4.31, 2.03, 0.49], [-0.06, 2.51, 0.02], [-3.89, -1.67, -0.55], [-2.41, -2.15, 0.29], [-1.88, -2.33, -2.06], [-1.24, -0.31, -3.27], [-1.98, 0.73, -1.97]], "nbo_charge": [-0.39, -0.18, -0.27, -0.39, 0.35, -0.26, -0.38, 0.22, -0.26, 0.43, -0.05, -0.29, 0.42, -0.44, 0.42, -0.30, 0.22, -0.51, -0.25, 0.18, 0.18, 0.20, 0.23, -0.50, -0.25, 0.18, 0.20, 0.18, 0.24, 0.27, 0.21, 0.21, 0.21, 0.19]}


(7)
{"formula": "C13H15N3O4", "method": "wB97M-V/def2-TZVPD", "smiles": "CCOc1ncc2c(=O)c(C(=O)OC)cn(CC)c2n1", "homo_ha": -0.32543, "gap_ev": 8.575, "relative_energy_ev": 1.836, "elements": ["O", "O", "N", "N", "O", "O", "C", "C", "C", "C", "C", "C", "C", "C", "N", "C", "C", "C", "C", "C", "H", "H", "H", "H", "H", "H", "H", "H", "H", "H", "H", "H", "H", "H", "H"], "positions_angstrom": [[-1.66, -3.69, 1.82], [-2.18, -1.56, -1.60], [0.01, 1.57, -2.45], [0.60, 1.66, -0.14], [-1.34, -4.11, -0.44], [1.15, 3.31, -1.57], [-1.45, -3.29, 0.66], [-1.35, -1.34, -0.79], [-1.20, -1.93, 0.55], [-0.30, -1.35, 1.44], [0.70, 2.05, -1.41], [-0.71, 0.48, -2.31], [0.02, 0.50, -0.02], [-0.64, -0.13, -1.06], [-0.02, -0.01, 1.30], [-1.91, -5.46, -0.23], [3.42, 3.10, -2.20], [-1.20, 1.47, 2.82], [2.49, 3.55, -1.13], [0.21, 0.88, 2.50], [-0.09, -1.99, 2.31], [-1.55, 0.07, -2.94], [-1.75, -5.93, 0.73], [-3.01, -5.39, -0.27], [-1.59, -6.15, -0.99], [4.38, 3.53, -2.00], [3.50, 2.00, -2.36], [3.16, 3.51, -3.20], [-2.00, 0.77, 2.83], [-1.30, 2.04, 3.77], [-1.34, 2.21, 1.98], [2.60, 4.65, -1.03], [2.85, 3.03, -0.25], [0.58, 0.29, 3.37], [0.92, 1.64, 2.34]], "nbo_charge": [-0.62, -0.56, -0.47, -0.51, -0.49, -0.48, 0.76, 0.53, -0.32, 0.16, 0.68, 0.15, 0.43, -0.28, -0.40, -0.27, -0.64, -0.63, -0.08, -0.20, 0.25, 0.25, 0.21, 0.19, 0.20, 0.21, 0.21, 0.22, 0.22, 0.22, 0.22, 0.20, 0.19, 0.21, 0.23]}


(8)
{"formula": "C13H15NO", "method": "wB97M-V/def2-TZVPD", "smiles": "C[C@](O)(c1ccccc1)[C@H]1C=CCC=N1", "homo_ha": -0.30769, "gap_ev": 9.167, "relative_energy_ev": 2.693, "elements": ["C", "C", "C", "C", "C", "C", "C", "C", "C", "C", "C", "C", "C", "N", "O", "H", "H", "H", "H", "H", "H", "H", "H", "H", "H", "H", "H", "H", "H", "H"], "positions_angstrom": [[3.86, 0.07, 0.08], [3.21, 0.77, -0.98], [3.16, -0.37, 1.21], [1.91, 1.02, -0.81], [1.87, -0.08, 1.33], [1.25, 0.69, 0.33], [-1.55, -2.44, -0.43], [-0.70, -1.46, -0.72], [-3.20, -0.54, -0.40], [-2.98, -2.02, -0.14], [-0.99, -0.03, -0.92], [-0.81, 2.39, 0.18], [-0.29, 0.93, 0.40], [-2.40, 0.25, -0.90], [-0.78, 0.32, 1.50], [4.90, -0.11, 0.07], [3.78, 0.87, -1.89], [3.67, -0.88, 1.92], [1.36, 1.57, -1.49], [1.46, -0.23, 2.28], [-1.16, -3.45, -0.29], [0.32, -1.59, -0.93], [-4.19, -0.11, -0.24], [-3.62, -2.63, -0.66], [-3.30, -2.25, 0.80], [-0.53, 0.33, -1.79], [-1.86, 2.27, 0.37], [-0.91, 2.67, -0.80], [-0.25, 3.17, 0.78], [-1.23, 0.87, 2.14]], "nbo_charge": [-0.20, -0.21, -0.21, -0.23, -0.20, -0.04, -0.18, -0.20, 0.16, -0.52, -0.11, -0.66, 0.31, -0.43, -0.73, 0.20, 0.22, 0.20, 0.21, 0.22, 0.21, 0.20, 0.17, 0.22, 0.22, 0.20, 0.24, 0.23, 0.22, 0.49]}


(9)
{"formula": "C13H15NO3", "method": "wB97M-V/def2-TZVPD", "smiles": "CCCON1C(=O)c2cccc(CC)c2C1=O", "homo_ha": -0.32770, "gap_ev": 7.434, "relative_energy_ev": 16.247, "elements": ["C", "C", "C", "O", "N", "C", "O", "C", "C", "C", "C", "C", "C", "C", "C", "C", "O", "H", "H", "H", "H", "H", "H", "H", "H", "H", "H", "H", "H", "H", "H", "H"], "positions_angstrom": [[4.17, -0.71, 1.08], [3.44, -1.16, -0.34], [2.47, 0.11, -0.85], [1.70, -0.41, -1.99], [0.54, 0.25, -2.17], [0.53, 1.75, -1.99], [1.18, 2.71, -2.66], [-0.56, 1.89, -0.73], [-0.87, 3.14, 0.28], [-2.03, 2.86, 1.45], [-2.84, 1.40, 1.54], [-2.54, 0.16, 0.47], [-3.37, -1.27, 0.52], [-2.41, -2.61, 0.59], [-1.37, 0.44, -0.65], [-0.75, -0.52, -1.83], [-1.20, -1.63, -2.41], [4.84, -1.63, 1.43], [3.39, -0.45, 1.93], [4.87, 0.24, 0.88], [4.20, -1.51, -1.16], [2.67, -2.03, -0.10], [3.22, 0.96, -1.22], [1.84, 0.41, 0.08], [-0.31, 4.17, 0.17], [-2.31, 3.71, 2.21], [-3.65, 1.26, 2.39], [-4.19, -1.34, -0.34], [-3.99, -1.25, 1.53], [-1.40, -2.45, 1.19], [-3.01, -3.44, 1.19], [-2.24, -3.05, -0.49]], "nbo_charge": [-0.64, -0.42, -0.12, -0.35, -0.25, 0.65, -0.52, -0.10, -0.21, -0.19, -0.22, 0.05, -0.46, -0.64, -0.15, 0.67, -0.52, 0.23, 0.22, 0.21, 0.23, 0.21, 0.20, 0.20, 0.27, 0.24, 0.24, 0.25, 0.22, 0.23, 0.22, 0.25]}


(10)
{"formula": "C13H15NOS2", "method": "wB97M-V/def2-TZVPD", "smiles": "CCN(CC)C(=O)c1ccc(-c2cccs2)s1", "homo_ha": -0.29102, "gap_ev": 7.997, "elements": ["C", "H", "H", "H", "C", "N", "C", "O", "C", "C", "C", "C", "C", "C", "C", "C", "S", "H", "H", "H", "S", "H", "H", "C", "C", "H", "H", "H", "H", "H", "H", "H"], "positions_angstrom": [[3.66, 1.01, 2.33], [4.66, 1.39, 2.14], [3.21, 1.62, 3.10], [3.74, -0.01, 2.71], [2.80, 1.05, 1.08], [3.22, 0.09, 0.08], [2.43, -0.90, -0.40], [2.85, -1.80, -1.10], [0.98, -0.87, -0.07], [0.24, -1.91, 0.41], [-1.13, -1.65, 0.47], [-1.46, -0.40, 0.01], [-2.76, 0.20, -0.09], [-3.09, 1.44, -0.56], [-4.47, 1.71, -0.51], [-5.18, 0.66, -0.01], [-4.18, -0.67, 0.42], [-6.24, 0.59, 0.14], [-4.91, 2.63, -0.84], [-2.35, 2.14, -0.92], [-0.04, 0.47, -0.50], [-1.87, -2.34, 0.83], [0.69, -2.84, 0.71], [4.59, 0.14, -0.39], [4.90, 1.45, -1.12], [4.88, 2.30, -0.44], [5.89, 1.39, -1.56], [4.18, 1.62, -1.91], [5.27, 0.01, 0.46], [4.71, -0.70, -1.07], [1.77, 0.82, 1.36], [2.81, 2.06, 0.65]], "nbo_charge": [-0.62, 0.20, 0.22, 0.21, -0.22, -0.43, 0.65, -0.61, -0.30, -0.21, -0.24, -0.20, -0.24, -0.23, -0.25, -0.40, 0.44, 0.24, 0.23, 0.22, 0.44, 0.23, 0.24, -0.23, -0.62, 0.20, 0.22, 0.21, 0.19, 0.25, 0.22, 0.19]}


(11)
{"formula": "C13H15O", "method": "wB97M-V/def2-TZVPD", "homo_ha": [-0.45174, -0.44759], "gap_ev": [6.843, 6.737], "charge": 1, "relative_energy_ev": 5.654, "elements": ["C", "C", "C", "C", "C", "C", "C", "C", "C", "C", "C", "C", "C", "O", "H", "H", "H", "H", "H", "H", "H", "H", "H", "H", "H", "H", "H", "H", "H"], "positions_angstrom": [[-4.57, -1.68, -1.12], [-4.56, -0.51, -0.37], [-3.38, -2.32, -1.49], [-3.36, -0.12, 0.28], [-2.16, -1.84, -1.03], [-2.23, -0.83, -0.05], [-0.91, -2.21, -1.45], [2.61, 2.74, 0.33], [2.52, 1.42, 0.38], [0.36, -0.74, -0.18], [3.29, 0.48, -0.53], [1.69, 0.67, 1.50], [1.19, -0.75, 1.10], [0.18, -1.66, -0.95], [-5.64, -1.95, -1.39], [-5.57, -0.03, -0.22], [-3.46, -3.09, -2.27], [-3.31, 0.91, 0.69], [-0.75, -2.96, -2.22], [2.26, 3.44, 1.22], [3.22, 3.21, -0.46], [-1.33, -0.57, 0.48], [2.53, -0.03, -1.23], [4.08, 1.13, -1.16], [3.78, -0.28, -0.08], [1.07, 1.46, 1.95], [2.38, 0.28, 2.30], [0.56, -1.00, 1.95], [2.01, -1.47, 1.00]], "nbo_charge": [-0.21, -0.12, -0.14, -0.22, -0.14, -0.12, 0.23, -0.38, -0.01, 0.56, -0.63, -0.43, -0.57, -0.37, 0.25, 0.25, 0.24, 0.26, 0.24, 0.22, 0.22, 0.20, 0.19, 0.24, 0.21, 0.25, 0.23, 0.29, 0.27]}


(12)
{"formula": "C13H15O3", "method": "wB97M-V/def2-TZVPD", "homo_ha": -0.10569, "gap_ev": 5.828, "charge": -1, "relative_energy_ev": 0.000, "elements": ["C", "C", "C", "C", "C", "O", "C", "C", "H", "H", "H", "H", "H", "H", "C", "C", "C", "C", "O", "C", "C", "O", "H", "H", "H", "H", "H", "H", "H", "H", "H"], "positions_angstrom": [[-3.72, 0.78, -1.77], [-3.24, -0.53, -1.67], [-1.87, -0.76, -1.61], [-0.97, 0.32, -1.66], [0.49, 0.03, -1.56], [1.37, 0.87, -1.54], [-1.45, 1.64, -1.78], [-2.83, 1.86, -1.83], [-4.80, 0.95, -1.81], [-3.92, -1.38, -1.63], [-1.45, -1.77, -1.54], [0.74, -1.06, -1.51], [-0.74, 2.47, -1.84], [-3.21, 2.88, -1.91], [0.69, 1.14, 2.03], [1.19, -0.16, 1.55], [0.20, -1.26, 1.60], [0.56, -2.68, 1.26], [-0.97, -1.00, 1.90], [2.54, -0.33, 1.07], [3.51, 0.83, 0.92], [2.98, -1.45, 0.71], [1.46, 1.91, 1.97], [-0.18, 1.47, 1.44], [0.36, 1.06, 3.08], [1.59, -2.74, 0.89], [0.45, -3.31, 2.16], [-0.14, -3.07, 0.51], [3.16, 1.79, 1.31], [4.45, 0.56, 1.43], [3.75, 0.94, -0.14]], "nbo_charge": [-0.20, -0.21, -0.16, -0.16, 0.43, -0.54, -0.16, -0.23, 0.20, 0.21, 0.22, 0.13, 0.23, 0.21, -0.61, -0.40, 0.52, -0.73, -0.71, 0.52, -0.70, -0.74, 0.18, 0.19, 0.19, 0.27, 0.21, 0.19, 0.19, 0.21, 0.23]}


no.,energy (Ha)
1,-1461.9130
2,-1196.1865
3,-956.2884
4,-919.9758
5,-4751.6751
6,-1217.2760
7,-969.5381
8,-634.2599
9,-784.3009
10,-1430.7451
11,-579.0990
12,-730.1162